<w>
A structure of composition C8H13N2O2S, computed with ωB97M-V with the def2-TZVPD basis set.

Last column: natural (NBO) charge in e.
Element x y z (Å)
1 C 1.20533 1.62002 -0.15241  0.631
2 C 0.49642 -0.74013 1.38770  0.627
3 C 2.57378 1.17234 0.18116  -0.545
4 C 2.54348 -0.35142 -0.02203  -0.394
5 C 0.46391 0.44825 -0.84664  -0.169
6 C 1.04781 -0.71719 -0.05117  -0.326
7 C -1.92673 -0.09186 -0.07553  0.223
8 C -2.25175 -1.35518 -0.79604  -0.697
9 N -0.83259 -0.67936 1.45778  -0.661
10 N -0.98068 0.80429 -0.75035  -0.601
11 O 0.57155 2.59493 0.15601  -0.509
12 O 1.19619 -0.84661 2.36517  -0.569
13 S -3.24556 0.86066 0.61605  0.132
14 H 3.31967 1.67284 -0.43679  0.279
15 H 2.79274 1.44970 1.21420  0.286
16 H 3.02669 -0.63849 -0.95419  0.225
17 H 3.03327 -0.87148 0.79811  0.276
18 H 0.76073 0.37051 -1.89470  0.259
19 H 0.87733 -1.69456 -0.50497  0.257
20 H -2.73109 -2.06127 -0.12281  0.274
21 H -1.35605 -1.82739 -1.18793  0.242
22 H -2.93772 -1.15622 -1.62193  0.249
23 H -1.29739 -0.58953 2.34773  0.415
24 H -0.90824 1.74764 -0.22604  0.475
25 H -1.35165 1.02987 -1.68321  0.451
26 H -4.08946 -0.15036 0.80281  0.169

Summary:
Charge = +1
HOMO-LUMO gap = 9.6913 eV
M = 201.27 g mol⁻¹
E_HOMO = -0.4883 Ha

<x>
The ion C8H13N2O2S with charge +1, computed with ωB97M-V with the def2-TZVPD basis set.

Last column: natural (NBO) charge in e.
Element x y z (Å)
1 C -0.61257 1.77087 0.86847  0.640
2 C 0.88927 1.46040 -1.26820  0.160
3 C 0.11374 -1.65506 -0.53028  -0.276
4 C -2.24384 -1.87505 -0.28700  0.123
5 C 0.31650 0.78054 1.31174  -0.303
6 C -0.71822 -0.34453 -0.71424  0.091
7 C -0.02266 0.86306 -0.26208  -0.313
8 C 1.72826 1.06006 1.90284  -0.589
9 N 1.34075 2.73488 -1.09318  -0.743
10 N -0.92329 -2.70537 -0.17389  -0.568
11 O -1.30597 2.74243 1.04489  -0.427
12 O -1.87462 -0.61868 0.00489  -0.473
13 S 1.31797 0.47712 -2.54584  -0.144
14 H 0.43952 -1.89754 -1.50929  0.257
15 H 0.99721 -1.64552 0.13248  0.249
16 H -2.52241 -1.93389 -1.34995  0.189
17 H -2.95835 -2.25664 0.36936  0.219
18 H -0.07510 -0.00439 1.86589  0.245
19 H -0.92997 -0.17294 -1.83323  0.244
20 H 2.26920 1.99813 1.37120  0.240
21 H 2.15674 0.07814 1.88258  0.218
22 H 1.56037 1.28296 2.90063  0.230
23 H 0.85512 3.36852 -0.47842  0.410
24 H 1.91829 3.08826 -1.75780  0.413
25 H -0.69381 -3.68982 -0.66381  0.478
26 H -1.02214 -2.90594 0.81225  0.429

Summary:
Charge = +1
HOMO-LUMO gap = 8.2206 eV
M = 201.27 g mol⁻¹
SMILES = C[C@H]1C(=O)[C@]1(C(N)=S)[C@H]1C[NH2+]CO1
E_HOMO = -0.4328 Ha

Stability ranking, top entry: <w>; the second entry is 0.0767 hartree less favorable.

<w>
A cluster of 4 separate species, C26H49FNO14P3 in total, computed with ωB97M-V with the def2-TZVPD basis set.

Last column: Löwdin charge in e.
Element x y z (Å)
1 O 0.87103 -0.20488 1.93782  0.140
2 C 1.62969 0.22785 1.11383  -0.319
3 C 2.76302 1.20131 1.32986  -0.059
4 C 3.20165 1.87596 2.48345  0.013
5 C 4.29887 2.70641 2.32055  -0.052
6 C 4.95253 2.87056 1.09271  -0.046
7 C 4.49757 2.21675 -0.03968  0.004
8 C 3.40030 1.38208 0.08651  -0.076
9 C 2.70322 0.53036 -0.93373  -0.313
10 O 2.90598 0.37944 -2.10428  0.162
11 N 1.59132 -0.12406 -0.27601  0.055
12 F 1.75064 -1.49381 -0.48654  0.028
13 H 2.69461 1.73590 3.43567  0.125
14 H 4.68304 3.23912 3.19146  0.115
15 H 5.81464 3.53217 1.01608  0.115
16 H 4.96361 2.32602 -1.01772  0.129
17 O 0.74206 4.84031 1.40777  -0.232
18 P -0.73281 4.60832 1.23062  0.645
19 O -1.19596 6.09328 0.68841  -0.212
20 C -0.87733 6.47238 -0.64961  -0.292
21 C -1.78368 5.78412 -1.65434  -0.082
22 O -1.10109 4.84652 2.83022  -0.261
23 C -0.17421 4.53489 3.86682  -0.295
24 C 0.44247 5.80823 4.40700  -0.073
25 O -2.28153 4.06837 0.98918  -0.217
26 C -3.05108 3.36156 1.97624  -0.265
27 C -4.02415 4.31840 2.62861  -0.062
28 H 0.17553 6.26072 -0.86030  0.108
29 H -1.01653 7.55254 -0.70929  0.117
30 H -1.59873 4.70628 -1.67374  0.064
31 H -1.61581 6.17763 -2.65815  0.078
32 H -2.83136 5.92589 -1.38912  0.082
33 H 0.58826 3.83445 3.52494  0.092
34 H -0.73516 4.03397 4.66174  0.117
35 H 0.93031 6.37622 3.61451  0.075
36 H 1.17669 5.58732 5.18442  0.075
37 H -0.33071 6.45239 4.82914  0.077
38 H -2.41565 2.85781 2.70219  0.113
39 H -3.61126 2.58552 1.44975  0.114
40 H -3.51087 5.14216 3.12056  0.074
41 H -4.63630 3.79801 3.36647  0.083
42 H -4.68000 4.76250 1.87800  0.083
43 O -5.11710 0.60887 -1.96515  -0.229
44 P -4.12936 0.03030 -2.92819  0.612
45 O -2.77922 0.90517 -2.62189  -0.202
46 C -2.08914 0.70254 -1.38929  -0.283
47 C -1.28908 -0.58605 -1.39713  -0.077
48 O -4.64542 0.81812 -4.28407  -0.253
49 C -5.99299 1.26499 -4.42191  -0.295
50 C -6.06237 2.76322 -4.21433  -0.074
51 O -3.29732 -1.05180 -3.85370  -0.210
52 C -3.71447 -1.46767 -5.16338  -0.267
53 C -2.91022 -0.72176 -6.20476  -0.066
54 H -2.79827 0.71964 -0.55588  0.106
55 H -1.41364 1.55196 -1.26815  0.110
56 H -1.95089 -1.45663 -1.42937  0.077
57 H -0.67502 -0.65667 -0.50390  0.048
58 H -0.64569 -0.63770 -2.27594  0.088
59 H -6.66160 0.73564 -3.74382  0.105
60 H -6.31124 1.02126 -5.44011  0.115
61 H -5.66296 3.04417 -3.23956  0.075
62 H -7.09120 3.12021 -4.28883  0.076
63 H -5.45853 3.27672 -4.96478  0.076
64 H -4.78695 -1.34757 -5.30481  0.111
65 H -3.49978 -2.53569 -5.24301  0.117
66 H -3.05083 0.35448 -6.12680  0.074
67 H -3.19468 -1.03910 -7.20914  0.081
68 H -1.84406 -0.90862 -6.06587  0.082
69 O 1.01189 -6.35359 0.91112  -0.224
70 P 2.48634 -6.59025 0.99145  0.610
71 O 2.65436 -7.28804 2.46622  -0.206
72 C 2.16643 -8.61368 2.66459  -0.291
73 C 3.08399 -9.64547 2.03435  -0.086
74 O 2.94575 -5.05539 1.37661  -0.249
75 C 2.16185 -3.91954 1.00003  -0.296
76 C 1.41405 -3.39868 2.20706  -0.065
77 O 4.03788 -6.96483 0.56750  -0.214
78 C 4.95961 -6.01642 0.00853  -0.269
79 C 5.90264 -5.53785 1.08987  -0.067
80 H 1.14842 -8.70207 2.27410  0.110
81 H 2.12278 -8.77172 3.74277  0.117
82 H 3.07535 -9.56125 0.94429  0.068
83 H 2.76967 -10.65561 2.30195  0.076
84 H 4.11341 -9.49667 2.36083  0.080
85 H 1.48512 -4.15219 0.17847  0.106
86 H 2.85417 -3.15880 0.63567  0.101
87 H 0.78662 -4.17601 2.64457  0.081
88 H 0.78722 -2.55056 1.94229  0.050
89 H 2.11770 -3.08550 2.98165  0.083
90 H 4.44566 -5.19395 -0.48539  0.111
91 H 5.53259 -6.54175 -0.75909  0.116
92 H 5.36749 -5.05504 1.90517  0.074
93 H 6.62792 -4.83210 0.68193  0.081
94 H 6.44028 -6.38200 1.52520  0.080

Summary:
Charge = 0
HOMO-LUMO gap = 9.1662 eV
M = 711.59 g mol⁻¹
SMILES = O=C1c2ccccc2C(=O)N1F.CCOP(=O)(OCC)OCC.CCOP(=O)(OCC)OCC.CCOP(=O)(OCC)OCC
E_HOMO = -0.3697 Ha

<x>
A cluster of 4 separate species, C26H49FNO14P3 in total, computed with ωB97M-V with the def2-TZVPD basis set.

Last column: Löwdin charge in e.
Element x y z (Å)
1 O 1.01318 1.71112 0.58297  0.132
2 C 0.91799 0.87798 1.43595  -0.323
3 C 1.94688 0.56107 2.54503  -0.030
4 C 3.29035 1.11838 2.83692  0.019
5 C 3.97400 0.55995 3.99842  -0.045
6 C 3.37318 -0.49031 4.85378  -0.033
7 C 2.05067 -1.04014 4.52903  0.011
8 C 1.35169 -0.50594 3.37358  -0.050
9 C -0.03183 -0.82790 2.77985  -0.318
10 O -0.86500 -1.61677 3.10944  0.155
11 N -0.23360 -0.00344 1.58381  0.042
12 F -1.41686 0.69808 1.78623  0.020
13 H 3.72577 1.91327 2.19359  0.116
14 H 4.98316 0.95713 4.26590  0.106
15 H 3.92945 -0.88701 5.73754  0.106
16 H 1.55907 -1.83837 5.12271  0.118
17 O 4.78693 -1.84190 0.51639  -0.235
18 P 4.30485 -1.95621 -0.91799  0.691
19 O 5.11118 -3.34417 -1.31189  -0.221
20 C 4.61810 -4.58476 -0.81823  -0.298
21 C 3.38863 -5.03227 -1.58654  -0.083
22 O 5.44934 -0.90159 -1.49939  -0.268
23 C 5.91678 0.19007 -0.71301  -0.297
24 C 7.29875 -0.12326 -0.17575  -0.072
25 O 3.64630 -2.00666 -2.47057  -0.223
26 C 3.67103 -0.89435 -3.37005  -0.276
27 C 4.78512 -1.08974 -4.37890  -0.062
28 H 4.40779 -4.50919 0.25279  0.107
29 H 5.41732 -5.31746 -0.94869  0.118
30 H 2.54673 -4.35865 -1.40055  0.064
31 H 3.09303 -6.04058 -1.28952  0.078
32 H 3.57794 -5.02104 -2.66120  0.082
33 H 5.21792 0.43669 0.08854  0.092
34 H 5.97053 1.06488 -1.36825  0.117
35 H 7.29853 -1.04540 0.40725  0.075
36 H 7.66659 0.69009 0.45412  0.075
37 H 7.99993 -0.27252 -0.99994  0.078
38 H 3.75185 0.05466 -2.84044  0.112
39 H 2.71333 -0.88421 -3.89668  0.115
40 H 5.75973 -1.16203 -3.89859  0.073
41 H 4.81002 -0.26334 -5.09150  0.082
42 H 4.64146 -2.02280 -4.92799  0.082
43 O -1.21114 -2.48643 -4.81889  -0.233
44 P -2.25604 -2.68430 -3.74144  0.678
45 O -1.25583 -2.87752 -2.44548  -0.215
46 C -0.58605 -1.73521 -1.92340  -0.291
47 C -1.52799 -0.86361 -1.11566  -0.080
48 O -2.51474 -4.28921 -4.06808  -0.266
49 C -2.36704 -4.80897 -5.38688  -0.297
50 C -1.06739 -5.58160 -5.48750  -0.074
51 O -3.57267 -2.72018 -2.69208  -0.220
52 C -4.70968 -3.56286 -2.89446  -0.280
53 C -4.59920 -4.77937 -1.99733  -0.065
54 H -0.12121 -1.16668 -2.73450  0.107
55 H 0.21328 -2.10579 -1.27653  0.111
56 H -2.28736 -0.41005 -1.76025  0.076
57 H -0.97981 -0.06582 -0.61863  0.047
58 H -2.05501 -1.45385 -0.36374  0.088
59 H -2.42768 -4.02091 -6.13893  0.105
60 H -3.20793 -5.48575 -5.56699  0.115
61 H -0.21291 -4.95762 -5.22161  0.074
62 H -0.91946 -5.96667 -6.49884  0.076
63 H -1.07220 -6.42224 -4.78970  0.077
64 H -4.83529 -3.83059 -3.94340  0.110
65 H -5.59286 -2.98760 -2.60493  0.116
66 H -3.70235 -5.35949 -2.20920  0.073
67 H -5.46864 -5.42846 -2.11746  0.080
68 H -4.53010 -4.47494 -0.95074  0.081
69 O -4.23542 4.83220 0.88089  -0.227
70 P -4.34943 5.12542 2.36141  0.676
71 O -3.91131 6.71620 2.34258  -0.218
72 C -4.83413 7.67338 1.83588  -0.299
73 C -5.94353 7.94895 2.83334  -0.088
74 O -2.87402 4.48897 2.76232  -0.261
75 C -2.30932 3.40280 2.02667  -0.300
76 C -1.21092 3.92282 1.12415  -0.065
77 O -4.69428 5.27253 4.00456  -0.224
78 C -4.19201 4.36713 4.99018  -0.281
79 C -3.00650 4.99710 5.69341  -0.066
80 H -5.24025 7.33689 0.87761  0.108
81 H -4.27051 8.59080 1.65382  0.118
82 H -6.57574 7.06606 2.96553  0.068
83 H -6.57300 8.77387 2.49317  0.076
84 H -5.53102 8.19879 3.81237  0.080
85 H -3.06939 2.85706 1.46558  0.106
86 H -1.88814 2.70323 2.75182  0.101
87 H -1.58455 4.69539 0.45009  0.080
88 H -0.78075 3.11849 0.52986  0.049
89 H -0.41727 4.38178 1.71947  0.084
90 H -3.95178 3.39389 4.56273  0.111
91 H -4.99186 4.20652 5.71783  0.115
92 H -2.19967 5.22853 4.99968  0.073
93 H -2.61844 4.33251 6.46768  0.080
94 H -3.29723 5.94296 6.15584  0.080

Summary:
Charge = 0
HOMO-LUMO gap = 8.5601 eV
M = 711.59 g mol⁻¹
SMILES = O=C1c2ccccc2C(=O)N1F.CCOP(=O)(OCC)OCC.CCOP(=O)(OCC)OCC.CCOP(=O)(OCC)OCC
E_HOMO = -0.3639 Ha

Stability ranking, top entry: <w>; the second entry is 0.1290 hartree less favorable.